78
Properties=species:S:1:pos:R:3:forces:R:3:lowdin_charge:R:1 method="wB97M-V/def2-TZVPD" e_above_lowest_kcal_mol=89.8 spin_multiplicity=4
Tc 0.4837 0.1023 -0.6363 0.045 1.705 1.100 1.54
O 1.4740 -0.8970 0.8394 0.533 -0.824 0.197 -0.25
C 2.7912 -1.0797 0.8257 -1.201 2.537 -1.622 -0.35
C 3.3786 -2.1254 1.4798 0.534 -1.878 2.024 -0.04
C 4.7541 -2.1846 1.5659 1.810 0.345 -0.958 -0.08
C 5.6680 -1.2873 0.9031 -2.216 0.536 0.999 -0.08
C 5.0616 -0.1484 0.3644 0.008 -0.223 -0.696 -0.04
C 3.6205 -0.0660 0.2052 1.604 -0.719 1.746 -0.15
C 3.1601 1.1961 -0.2739 -2.752 0.563 -2.186 -0.05
N 1.9646 1.3946 -0.8577 2.044 -0.125 0.554 -0.17
N 1.6482 2.5434 -1.6140 1.888 -0.131 1.080 0.09
C 0.5628 2.3352 -2.2847 -0.608 -1.433 0.628 -0.45
O -0.1847 1.2728 -2.1227 0.336 0.059 -0.560 -0.19
C 0.1155 3.3128 -3.2619 -0.909 -1.750 1.262 -0.18
C 0.6780 4.5405 -3.2500 0.094 1.840 -0.561 -0.04
C 0.0506 5.5339 -3.9607 -0.484 0.674 -0.643 -0.08
C -1.1148 5.2864 -4.6709 0.402 -0.375 -0.316 -0.08
C -1.6065 3.9910 -4.7354 -0.971 0.110 0.354 -0.07
C -1.0638 3.0070 -3.9138 -0.634 0.826 -1.129 0.00
H 2.7766 -2.8543 2.1138 0.630 1.129 -1.132 0.15
H 5.2680 -2.9190 2.1661 -0.379 -0.466 0.130 0.10
H 6.7412 -1.3857 1.0649 -0.353 0.081 -0.201 0.10
H 5.7073 0.7031 0.0068 -0.864 -0.946 0.288 0.12
H 3.9051 1.9623 -0.3001 0.160 0.728 -0.240 0.11
H 1.4856 4.8036 -2.6049 0.601 -0.246 0.151 0.11
H 0.4115 6.5425 -4.0088 0.350 0.328 0.386 0.10
H -1.6271 6.1118 -5.1473 0.024 -0.103 -0.207 0.10
H -2.5309 3.8056 -5.2867 0.246 -0.043 0.196 0.11
H -1.6438 2.1107 -3.7201 0.583 -0.119 -0.155 0.12
C -2.4406 2.7240 3.7075 -1.213 -1.612 0.751 -0.08
C -1.0275 2.5378 3.2475 1.019 0.408 0.033 -0.53
O -0.3024 3.6467 3.8496 1.303 -0.166 -0.841 -0.12
P -0.2932 0.9981 3.9932 0.404 -1.533 -0.442 0.47
O 0.1465 1.4842 5.4327 0.418 0.403 0.074 -0.11
O 1.0917 0.7130 3.1955 -0.604 -1.260 -0.236 -0.17
O -1.0970 -0.2411 4.1434 -0.180 0.761 -0.617 -0.29
P -0.8320 2.7355 1.3274 0.416 -2.179 -0.557 0.48
O 0.4388 3.7300 1.5067 0.663 -0.046 -0.874 -0.16
O -1.9811 3.3763 0.6729 0.173 -0.075 0.445 -0.27
O -0.3017 1.3953 0.6467 -1.024 2.354 2.338 -0.47
H -2.5789 3.2365 4.6724 0.711 -0.200 -0.258 0.10
H -2.9320 1.7190 3.8380 0.191 0.962 -0.413 0.09
H -2.9353 3.3105 2.9729 -0.784 0.363 -0.651 0.06
H 0.4533 3.8688 3.2243 -1.264 -0.269 0.940 0.09
H 0.5973 2.3398 5.3608 -0.187 0.141 0.164 0.08
H 1.0801 -0.2041 2.7420 -0.126 2.018 0.629 0.09
H 1.1336 3.6158 0.8451 -0.138 -0.064 -0.162 0.08
O -2.7514 0.1955 -0.3869 -0.177 -0.598 -0.666 -0.27
S -2.6021 -1.2130 -0.5915 -0.586 0.733 1.831 0.67
O -2.8518 -1.8744 -1.8361 0.186 0.018 -0.054 -0.26
N -0.9306 -1.4336 -0.1971 -0.179 -1.635 -1.720 -0.10
C -0.3904 -2.6137 -0.6294 0.068 0.538 0.076 -0.25
C -0.8084 -3.8877 -0.2473 -1.023 -0.536 -0.041 0.04
C -0.5035 -4.9958 -1.0587 -0.022 -0.554 0.234 -0.04
C 0.4496 -4.9148 -2.0464 -0.197 -0.088 -0.763 0.01
C 1.1448 -3.6791 -2.2835 0.098 -0.865 -0.129 -0.14
C 2.2455 -3.5668 -3.1640 0.220 0.713 -1.136 0.03
C 2.7143 -2.2865 -3.4503 -0.748 -0.301 0.582 -0.02
C 2.1501 -1.1557 -2.8456 -1.758 -2.833 1.639 -0.03
N 1.1198 -1.2680 -1.9475 1.937 -1.925 -1.094 -0.03
C 0.6601 -2.5430 -1.6375 0.591 1.698 -0.236 -0.11
C -3.4866 -2.0092 0.7309 -0.129 0.476 -0.111 -0.30
C -4.4545 -2.9852 0.5176 -0.442 -1.642 0.594 -0.05
C -5.1390 -3.5438 1.6423 1.034 1.311 -0.225 -0.05
C -4.7847 -3.0941 2.9287 0.413 -0.831 -1.780 -0.07
C -3.8306 -2.1156 3.0716 0.538 0.977 0.963 -0.07
C -3.2372 -1.4787 2.0032 -0.086 0.647 -0.587 -0.05
H -1.4642 -3.9759 0.6285 0.156 -0.012 -0.521 0.14
H -1.0363 -5.9534 -0.9370 0.346 0.641 0.220 0.13
H 0.5704 -5.7411 -2.7803 0.202 0.546 0.872 0.14
H 2.6919 -4.4293 -3.7134 -0.585 0.632 0.785 0.14
H 3.5185 -2.0589 -4.1161 0.452 -0.407 -0.338 0.11
H 2.6725 -0.2692 -2.9695 0.131 2.040 -0.119 0.10
H -4.6134 -3.4772 -0.4597 0.114 0.777 0.467 0.12
H -5.9049 -4.2976 1.5277 0.102 -0.070 -0.184 0.10
H -5.1041 -3.6308 3.7822 -0.705 -0.211 0.765 0.10
H -3.5128 -1.7794 4.0556 -0.211 -0.053 -0.028 0.11
H -2.6857 -0.5188 2.1457 -0.040 -1.272 -0.108 0.12